Model a:
The following is a quantum chemistry calculation of a single C3H3N3O molecule, from OMol25.

As for the SMILES: Oc1cncnn1. The multiplicity is 1. Its orbital gap is 9.48 eV.

```
10
Properties=species:S:1:pos:R:3:nbo_charge:R:1
C -0.79740 -0.19325 0.03351 0.429
C -0.37352 1.14572 -0.13304 -0.001
C 1.70351 0.07488 0.05482 0.168
H -2.63475 0.74056 -0.02580 0.496
H -1.08598 1.90520 -0.18595 0.189
H 2.74476 0.44268 0.49495 0.212
N 0.95966 1.34487 0.02611 -0.368
N 1.27398 -1.11210 -0.11842 -0.234
N -0.10006 -1.31157 -0.00646 -0.232
O -2.14433 -0.21262 0.08456 -0.659
```

***

Model b:
The following is a quantum chemistry calculation of a single C3H3N3O molecule, from OMol25.

As for the SMILES: O=Cn1cncn1. The multiplicity is 1. Its orbital gap is 11.03 eV.

```
10
Properties=species:S:1:pos:R:3:nbo_charge:R:1
O 2.78732 0.16371 0.12422 -0.494
C 1.74436 -0.39490 0.25935 0.568
N 0.40018 0.07538 0.00581 -0.288
C -0.36560 1.13952 -0.43265 0.204
N -1.63561 0.82309 -0.40780 -0.450
C -1.62801 -0.46314 0.05772 0.146
N -0.45070 -0.94055 0.31396 -0.278
H 1.57668 -1.42365 0.61674 0.157
H -0.01734 2.11230 -0.76012 0.227
H -2.49348 -1.08883 0.22056 0.208
```

***

Which one is most stable, and which one is least stable? model b is the most stable of them, while model a is the least stable.

***

Model a:
The following is a quantum chemistry calculation of a single C3H3N3O molecule, from OMol25.

As for the SMILES: [H]/N=C(/C#N)C(N)=O. The multiplicity is 1. Its orbital gap is 10.27 eV.

```
10
Properties=species:S:1:pos:R:3:nbo_charge:R:1
C 1.95062 -0.31855 -0.43799 0.215
C 0.59898 -0.44183 0.04304 0.094
C -0.29364 0.91203 0.16696 0.652
N 3.08595 -0.36553 -0.63284 -0.241
N 0.35190 -1.62002 0.44436 -0.526
N -1.44689 0.62118 -0.46484 -0.807
O 0.12779 1.91054 0.69437 -0.537
H -2.07243 1.39185 -0.48238 0.405
H -1.75390 -0.33170 -0.26328 0.405
H -0.54839 -1.75797 0.93260 0.340
```

***

Model b:
The following is a quantum chemistry calculation of a molecular structure, C3H3N3O, from OMol25.

The multiplicity is 1. Its orbital gap is 11.83 eV.

```
10
Properties=species:S:1:pos:R:3:nbo_charge:R:1
C 3.02912 0.06043 0.58754 0.044
C -0.44805 0.31940 0.17074 0.123
C -2.00146 -1.00737 0.09232 0.338
N 2.66417 -1.03882 0.57737 -0.276
N -1.59778 -0.05186 0.83128 -0.478
N -0.30481 -0.30330 -0.95453 -0.142
O -1.29430 -1.19669 -1.00410 -0.249
H 0.25425 1.09886 0.61767 0.217
H 3.68409 0.84081 0.27854 0.234
H -2.82056 -1.53805 0.32649 0.190
```

***

Which one is most stable, and which one is least stable? model a is the most stable of them, while model b is the least stable.

***

Model a:
The following is a quantum chemistry calculation of 3 unconnected molecules or ions with the total composition C3H3N3O, from OMol25.

The multiplicity is 1. Its orbital gap is 8.75 eV.

```
10
Properties=species:S:1:pos:R:3:nbo_charge:R:1
N -1.19493 2.09453 0.27795 -0.665
C -0.30693 1.24168 0.35881 0.377
N 0.75367 -0.80374 -1.22165 -0.122
N 1.33112 -0.50495 -2.14984 0.026
O -1.07650 -1.96612 1.66854 -0.455
C -0.51620 -1.71341 0.70431 0.501
C 0.50622 0.22892 0.45847 -0.607
H -1.05204 2.80346 -0.43929 0.376
H 0.15687 -1.63335 -0.73038 0.324
H 1.39870 0.25297 1.07308 0.246
```

***

Model b:
The following is a quantum chemistry calculation of 2 unconnected molecules or ions with the total composition C3H3N3O, from OMol25.

As for the SMILES: N=C=CC=O.N#N. The multiplicity is 1. Its orbital gap is 10.19 eV.

```
10
Properties=species:S:1:pos:R:3:nbo_charge:R:1
N 2.03672 -0.18642 0.50735 -0.596
C 0.96235 -0.63907 0.17526 0.532
N 0.70112 2.29378 -0.76716 -0.044
N -0.33967 2.63571 -0.65291 0.045
O -1.53038 0.45207 0.99937 -0.547
C -1.45344 -0.59910 0.39612 0.406
C -0.20974 -1.20184 -0.09217 -0.579
H 2.45294 0.54216 -0.06916 0.407
H -2.36162 -1.19095 0.16352 0.119
H -0.23182 -2.11113 -0.68279 0.257
```

***

Model c:
The following is a quantum chemistry calculation of 2 unconnected molecules or ions with the total composition C3H3N3O, from OMol25.

As for the SMILES: N=C=CC=O.N#N. The multiplicity is 1. Its orbital gap is 10.37 eV.

```
10
Properties=species:S:1:pos:R:3:nbo_charge:R:1
N 2.01481 -0.03422 0.25537 -0.607
C 1.00224 -0.69994 0.16611 0.498
N 0.38374 2.74693 -1.26813 -0.010
N -0.52949 3.06730 -0.74264 0.011
O -2.40497 -1.12725 0.87853 -0.529
C -1.39644 -0.64294 0.41953 0.411
C -0.13465 -1.37044 0.28697 -0.550
H 2.56771 0.25314 -0.54600 0.402
H -1.35703 0.40220 0.06486 0.106
H -0.16075 -2.44065 0.44582 0.267
```

***

Model d:
The following is a quantum chemistry calculation of a molecular structure, C3H3N3O, from OMol25.

The multiplicity is 1. Its orbital gap is 9.55 eV.

```
10
Properties=species:S:1:pos:R:3:nbo_charge:R:1
N 1.66563 0.11481 0.90603 -0.560
C 0.97045 0.17580 -0.13077 0.353
N 1.03080 1.10890 -1.27119 -0.152
N -0.20768 1.15959 -1.38275 -0.017
O -1.09521 -0.72126 1.81517 -0.452
C -1.42639 -0.57729 0.66549 0.412
C -0.45557 -0.15226 -0.44796 -0.299
H 2.54746 0.61472 0.78858 0.359
H -2.44100 -0.86692 0.33000 0.122
H -0.58851 -0.85610 -1.27260 0.235
```

***

Which one is most stable, and which one is least stable? model b is the most stable of them, while model a is the least stable.

***

Model a:
The following is a quantum chemistry calculation of a single C8H14O2S molecule, from OMol25.

As for the SMILES: CC(C)(C)/C=C/[C@@H]1CS1(=O)=O. The multiplicity is 1. Its orbital gap is 10.24 eV.

```
25
Properties=species:S:1:pos:R:3:nbo_charge:R:1
C -1.51381 0.86525 -0.35154 -0.250
C -2.82303 1.20637 0.24998 -0.547
C -3.12376 0.02921 1.35890 -0.663
C -0.41592 0.40622 0.33446 -0.143
C 0.73455 -1.50032 -0.66313 -0.615
C 1.88718 0.37056 0.96304 -0.603
C 1.35985 0.71210 -1.57314 -0.606
C 0.98459 -0.07727 -0.34186 -0.047
O -3.40113 -0.96665 -1.30791 -0.869
O -5.16070 0.11770 0.03564 -0.952
S -3.75736 -0.11953 -0.24698 2.205
H -1.63709 1.00397 -1.45952 0.226
H -2.87999 2.21171 0.59199 0.271
H -3.92653 0.41221 1.96955 0.264
H -2.24936 -0.53213 1.69602 0.239
H -0.43903 0.26275 1.41683 0.196
H -0.03738 -1.56654 -1.46346 0.224
H 0.18876 -1.96704 0.16600 0.208
H 1.53501 -2.13378 -0.85980 0.216
H 2.86648 -0.18540 1.15934 0.215
H 1.90267 1.41105 1.02893 0.212
H 1.33816 -0.06045 1.82088 0.192
H 0.53429 0.61934 -2.24126 0.204
H 2.17201 0.34988 -2.09010 0.213
H 1.50433 1.73472 -1.37890 0.208
```

***

Model b:
The following is a quantum chemistry calculation of a single C8H14O2S molecule, from OMol25.

As for the SMILES: CC1(C)[C@@H]2C[C@@H]2CCS1(=O)=O. The multiplicity is 1. Its orbital gap is 10.72 eV.

```
25
Properties=species:S:1:pos:R:3:nbo_charge:R:1
C 1.80524 -0.13607 1.43602 -0.390
C -0.60814 -1.22047 1.59386 -0.412
C 1.83709 1.01005 0.43943 -0.697
C 0.76867 -1.27168 0.94914 -0.227
C -0.33348 -0.91125 0.11888 -0.261
C -0.68963 0.37406 -0.61311 -0.228
C -2.19592 0.71269 -0.53931 -0.637
C -0.19298 0.39207 -2.07770 -0.645
O 0.47679 3.00490 -0.50934 -0.929
O -0.31713 1.92362 1.56757 -0.960
S 0.23704 1.76552 0.23724 2.138
H 2.73038 -0.60677 1.55399 0.218
H 1.52724 0.31581 2.34111 0.224
H -1.19068 -2.16060 1.81845 0.215
H -0.89947 -0.42557 2.19067 0.235
H 2.63009 1.71674 0.79681 0.260
H 2.31536 0.58589 -0.39146 0.237
H 1.05185 -2.34073 0.89732 0.233
H -0.59308 -1.66902 -0.66644 0.226
H -2.64384 1.59503 -1.21858 0.236
H -2.61248 0.96219 0.44081 0.247
H -2.72721 -0.20021 -0.91394 0.220
H -0.01186 1.35105 -2.64856 0.259
H -0.94372 -0.06426 -2.67268 0.220
H 0.77403 -0.24894 -2.26564 0.216
```

***

Which one is most stable, and which one is least stable? model b is the most stable of them, while model a is the least stable.

***

Model a:
The following is a quantum chemistry calculation of 2 unconnected molecules or ions with the total composition C3H7N2O2, from OMol25.

The multiplicity is 1. As for the net charge: +1. Its orbital gap is 11.17 eV.

```
14
Properties=species:S:1:pos:R:3:nbo_charge:R:1
C 0.82409 0.31820 2.53175 1.048
C -0.24254 -0.70985 -0.72356 0.212
C 0.77924 1.50119 -0.98211 -0.452
N -0.19354 0.56260 -0.67468 -0.335
N -1.42402 -1.40513 -0.26174 -0.716
O 1.55785 1.03175 3.02397 -0.440
O 0.10882 -0.45212 2.03421 -0.605
H 0.47511 -1.50830 -1.13971 0.189
H 1.82538 1.08690 -0.91251 0.219
H 0.72007 1.63144 -2.01969 0.249
H 0.51471 2.37978 -0.57892 0.231
H -1.14665 -1.77997 0.64901 0.473
H -1.73214 -1.97141 -1.03040 0.462
H -2.06638 -0.68506 0.08439 0.464
```

***

Model b:
The following is a quantum chemistry calculation of a gas-phase ion, C3H7N2O2 (charge +1), from OMol25.

As for the SMILES: [H]/N=C(\CO)C([NH3+])=O. The multiplicity is 1. As for the net charge: +1. Its orbital gap is 9.56 eV.

```
14
Properties=species:S:1:pos:R:3:nbo_charge:R:1
C -0.97189 0.52155 -0.30843 0.694
C 0.45227 -0.05818 -0.05499 0.164
C 0.85015 -0.19150 1.40179 -0.135
N 1.21850 -0.18315 -1.04175 -0.566
N -1.85306 -0.09026 -1.57748 -0.807
O -1.48445 1.36418 0.31636 -0.398
O 2.21411 -0.05758 1.47616 -0.721
H 0.53678 -1.22327 1.75204 0.203
H 0.31717 0.31499 2.13408 0.219
H 2.28789 -0.24515 -1.10643 0.442
H -2.75221 0.35509 -1.30502 0.462
H -2.01987 -1.06780 -1.24377 0.446
H -1.42526 -0.04024 -2.50737 0.482
H 2.62986 0.60130 2.06481 0.515
```

***

Which one is most stable, and which one is least stable? model a is the most stable of them, while model b is the least stable.

***

Model a:
The following is a quantum chemistry calculation of a gas-phase ion, C3H7N2O2 (charge +1), from OMol25.

As for the SMILES: CC(=O)O/[NH+]=C/N. The multiplicity is 1. As for the net charge: +1. Its orbital gap is 10.80 eV.

```
14
Properties=species:S:1:pos:R:3:nbo_charge:R:1
C 1.05696 -1.47723 0.11124 0.372
C -0.58494 1.54398 -0.39806 0.806
C -1.94061 1.73898 -0.78903 -0.765
N 1.81827 -2.37540 0.67383 -0.691
N 0.63222 -0.41624 0.77166 -0.248
O 0.47072 2.09741 -0.54584 -0.488
O -0.58463 0.22034 0.31089 -0.400
H 0.49415 -1.54821 -0.83364 0.259
H -2.30436 2.63972 -0.20595 0.293
H -2.56575 0.84794 -0.59278 0.274
H -2.00556 2.08456 -1.81700 0.288
H 2.06077 -3.21749 0.20465 0.442
H 2.36469 -2.12437 1.43608 0.419
H 1.08807 -0.01401 1.67395 0.440
```

***

Model b:
The following is a quantum chemistry calculation of 2 unconnected molecules or ions with the total composition C3H7N2O2, from OMol25.

The multiplicity is 1. As for the net charge: +1. Its orbital gap is 9.29 eV.

```
14
Properties=species:S:1:pos:R:3:nbo_charge:R:1
C 1.50384 0.96556 0.13369 0.834
C 0.04987 -1.72962 -0.58303 0.553
C -0.62961 1.96610 0.41526 -0.431
N 0.48704 1.45438 -0.11891 -0.508
N -0.35543 -1.94947 0.60065 -0.660
O 2.43363 0.34107 -0.04014 -0.514
O -0.26288 -0.56287 -1.06871 -0.588
H 0.61176 -2.55228 -0.96340 0.225
H -0.60010 2.16932 1.51102 0.214
H -0.73570 2.91942 -0.07586 0.231
H -1.50611 1.38297 0.20510 0.191
H 0.04616 -2.72512 1.11605 0.457
H -0.89659 -1.17358 0.94199 0.439
H -0.14588 -0.50588 -2.07372 0.557
```

***

Which one is most stable, and which one is least stable? model b is the most stable of them, while model a is the least stable.